# 1
Formula: C3H3N2O2
Source: the Open Molecules 2025 dataset
Level of theory: wB97M-V/def2-TZVPD

The geometry in XYZ format:
```
10
Properties=species:S:1:pos:R:3:lowdin_charge:R:1
O -1.2277 2.4624 -0.3801 0.350
C -0.2684 1.8465 -0.3568 -0.167
N 0.7604 1.2480 -0.0588 0.222
C 1.1046 0.0471 0.2446 0.030
C 0.0561 -0.8559 0.4576 -0.113
N -1.1099 -0.5118 -0.4321 -0.021
O -1.3715 -1.3310 -1.2165 0.158
H 2.1733 -0.2022 0.1636 0.177
H 0.2112 -1.8975 0.0417 0.162
H -0.3281 -0.8056 1.5367 0.203
```

Summary:
Highest occupied orbital energy (alpha / beta) ... -14.852 / -14.853 eV
Max |F| ... 4.7 eV/A
LUMO (alpha / beta) ... -7.4 / -7.4 eV
Energy above the lowest of the compared OMol25 structures with the same formula, charge and spin ... 402.4 kJ/mol
Total charge ... +1
Structure (SMILES) ... O=C=[N+]=CCN=O
Energy ... -375.6681 a.u.
Gap between HOMO and LUMO (alpha / beta) ... 0.274 / 0.275 Ha



# 2
Formula: C3H3N2O3S
Source: the Open Molecules 2025 dataset
Level of theory: wB97M-V/def2-TZVPD

The geometry in XYZ format:
```
12
Properties=species:S:1:pos:R:3:lowdin_charge:R:1
C 0.4104 0.5310 0.2094 -0.548
C 0.3242 2.0519 0.4596 -0.011
C 1.1028 -0.5950 0.6726 -0.125
N 0.7889 1.2866 -0.9089 0.026
N -0.2368 2.1468 -0.7421 0.063
O -0.6379 -1.0859 -1.4912 -0.374
O -2.5853 0.2103 -0.7657 -0.393
O -1.6848 -1.2873 0.8346 -0.411
S -1.3091 -0.4777 -0.3607 0.505
H 1.2933 -0.5593 1.7081 0.066
H 2.0764 -0.7397 0.0097 0.134
H 0.4580 -1.4815 0.3747 0.068
```

Summary:
Highest occupied orbital energy ... -5.397 eV
Max |F| ... 5.0 eV/A
LUMO ... 2.8 eV
Energy above the lowest of the compared OMol25 structures with the same formula, charge and spin ... 642.2 kJ/mol
Total charge ... -1
Energy ... -849.3591 a.u.
Gap between HOMO and LUMO ... 0.300 Ha



# 3
Formula: C3H3N2OS2
Source: the Open Molecules 2025 dataset
Level of theory: wB97M-V/def2-TZVPD

The geometry in XYZ format:
```
11
Properties=species:S:1:pos:R:3:lowdin_charge:R:1
H -2.7898 2.2164 -0.3082 0.015
N -2.8344 1.2371 0.0024 -0.077
C -1.6736 0.6810 0.0691 -1.106
S -1.6740 -0.9842 0.1194 0.885
C -0.0336 -1.2833 -0.0653 -0.562
C 0.8451 -0.1454 -0.0671 -0.678
N 2.1308 -0.3258 0.1456 -0.230
O 3.0674 0.6899 0.0872 -0.373
S -0.0419 1.3524 0.0102 0.980
H 0.5455 -2.1898 0.0332 0.040
H 2.4586 -1.2484 -0.0265 0.107
```

Summary:
Highest occupied orbital energy (alpha / beta) ... -1.944 / -1.945 eV
Max |F| ... 3.8 eV/A
LUMO (alpha / beta) ... 3.4 / 3.4 eV
Energy above the lowest of the compared OMol25 structures with the same formula, charge and spin ... 372.8 kJ/mol
Total charge ... -1
Structure (SMILES) ... [H]/N=c1/scc(N[O-])s1
Energy ... -1097.1664 a.u.
Gap between HOMO and LUMO (alpha / beta) ... 0.197 / 0.197 Ha



# 4
Formula: C3H3N2S
Source: the Open Molecules 2025 dataset
Level of theory: wB97M-V/def2-TZVPD

The geometry in XYZ format:
```
9
Properties=species:S:1:pos:R:3:lowdin_charge:R:1
C -0.1506 -1.3194 -0.4617 0.035
C -1.5322 -0.0490 -0.0009 -0.058
C -0.2772 0.5367 0.3062 -0.076
N -1.4074 -1.3211 -0.4800 0.213
N 0.6325 -0.4249 0.0802 -0.127
S 2.8081 -0.3000 -0.2110 0.909
H -2.4693 0.4204 0.0951 0.122
H -0.0454 1.5317 0.8754 0.186
H 2.4416 0.9256 -0.2034 -0.204
```

Summary:
Highest occupied orbital energy (alpha / beta) ... -14.984 / -14.962 eV
Max |F| ... 5.3 eV/A
LUMO (alpha / beta) ... -8.1 / -8.4 eV
Energy above the lowest of the compared OMol25 structures with the same formula, charge and spin ... 556.5 kJ/mol
Total charge ... +1
Energy ... -623.2826 a.u.
Gap between HOMO and LUMO (alpha / beta) ... 0.252 / 0.240 Ha



# 5
Formula: C3H3N2S
Source: the Open Molecules 2025 dataset
Level of theory: wB97M-V/def2-TZVPD

The geometry in XYZ format:
```
9
Properties=species:S:1:pos:R:3:lowdin_charge:R:1
C -1.0051 0.5562 0.6630 0.084
C 0.6514 1.3768 0.1285 -0.015
C 0.7401 0.0709 -0.3397 -0.034
N -0.5867 1.6985 0.7085 0.233
N -0.4783 -0.5421 0.0043 -0.416
S -0.5181 -2.2348 0.1087 0.932
H 1.4007 2.1067 0.1299 0.126
H 1.5221 -0.3740 -0.8243 0.111
H -1.7261 -2.6582 -0.5789 -0.020
```

Summary:
Highest occupied orbital energy (alpha / beta) ... -15.246 / -15.179 eV
Max |F| ... 4.0 eV/A
LUMO (alpha / beta) ... -8.6 / -8.0 eV
Energy above the lowest of the compared OMol25 structures with the same formula, charge and spin ... 427.3 kJ/mol
Total charge ... +1
Energy ... -623.3319 a.u.
Gap between HOMO and LUMO (alpha / beta) ... 0.244 / 0.265 Ha



# 6
Formula: C3H3N3
Source: the Open Molecules 2025 dataset
Level of theory: wB97M-V/def2-TZVPD

The geometry in XYZ format:
```
9
Properties=species:S:1:pos:R:3:lowdin_charge:R:1
N 2.5130 -0.4493 -0.4659 0.171
C 1.4832 -0.1238 -0.0572 -0.179
C 0.0846 0.0819 0.3730 -0.381
N -0.6085 -1.0862 -0.1022 0.055
C -0.4175 1.4163 -0.0731 -0.163
N -0.8288 2.4505 -0.3870 0.159
H 0.0549 0.1032 1.4699 0.154
H -1.4709 -1.3069 0.3607 0.086
H -0.6797 -1.1281 -1.1096 0.097
```

Summary:
Highest occupied orbital energy ... -11.039 eV
Max |F| ... 1.2 eV/A
LUMO ... 0.4 eV
Energy above the lowest of the compared OMol25 structures with the same formula, charge and spin ... 96.3 kJ/mol
Structure (SMILES) ... N#CC(N)C#N
Energy ... -280.3441 a.u.
Gap between HOMO and LUMO ... 0.419 Ha